C21H31N3O4S | ωB97M-V/def2-TZVPD

Output
Highest occupied orbital energy, Eh: -0.32269
Frontier orbital gap, eV: 9.16
LUMO, eV: 0.37
SMILES: CCC(=O)N1CCc2cc(S(=O)(=O)NCCC(=O)NC3CCCCCC3)ccc21

The geometry in ORCA input format:
```
! wB97M-V def2-TZVPD RIJCOSX def2/J DEFGRID3
* xyz 0 1
C 1.46441 -1.20211 -6.30949
H 1.89818 -2.19708 -6.26033
H 2.23553 -0.48724 -6.03568
C 0.28476 -1.09445 -5.35176
C 0.72252 -1.35190 -3.92237
O 1.87510 -1.55655 -3.61384
N -0.28868 -1.33170 -2.99602
C -0.12447 -1.51835 -1.62719
C 1.02580 -1.86318 -0.93167
C 0.95203 -1.93800 0.45195
C -0.23914 -1.69333 1.10574
C -1.40137 -1.38506 0.41430
C -1.33555 -1.29985 -0.95754
C -2.41280 -0.96435 -1.94394
H -2.82182 0.02947 -1.75450
H -3.23473 -1.67863 -1.88889
C -1.68579 -1.03131 -3.29860
H -2.10396 -1.81627 -3.93611
H -1.75709 -0.08175 -3.83553
H -2.31996 -1.23678 0.95906
S -0.28561 -1.69086 2.88795
O 0.94528 -2.23240 3.38429
O -1.53342 -2.23653 3.33454
N -0.28928 -0.03539 3.17744
H 0.62062 0.26724 3.48129
C -1.40629 0.55781 3.88873
C -2.24832 1.45441 2.96888
C -1.40712 2.59229 2.40798
O -1.40763 3.70992 2.87981
N -0.67528 2.23753 1.33145
H -0.64546 1.26420 1.07279
C 0.24972 3.14483 0.68084
C 1.69953 2.87935 1.11224
C 2.20367 1.46116 0.83826
C 2.82395 1.25858 -0.54574
H 3.84014 1.65872 -0.54349
C 2.06819 1.89975 -1.71404
H 2.40252 2.93035 -1.84999
H 2.34187 1.35301 -2.61891
C 0.54584 1.90274 -1.57260
H 0.21524 0.98870 -1.08091
C 0.01851 3.13186 -0.83254
H 0.48305 4.02279 -1.26016
H -1.05895 3.21633 -0.99751
H 0.10775 1.91101 -2.57465
H 2.90061 0.18417 -0.72065
H 2.96887 1.21283 1.57761
H 1.39163 0.74717 0.98633
H 2.35061 3.60516 0.62382
H 1.74577 3.06885 2.18715
H -0.02847 4.13755 1.05615
H -3.06207 1.88290 3.55366
H -2.66332 0.85908 2.15555
H -2.03183 -0.25908 4.25959
H -1.04993 1.14413 4.73802
H 1.81692 -2.19093 1.04360
H 1.94565 -2.05552 -1.45651
H -0.15298 -0.09455 -5.41211
H -0.48934 -1.81556 -5.62425
H 1.14398 -1.00521 -7.32922
*
```

C53H48N4O5RuTe | ωB97M-V/def2-TZVPD

Output
⟨S²⟩: 8.78
Highest occupied orbital energy (alpha / beta), Eh: -0.11310 / -0.19756
Frontier orbital gap (alpha / beta), eV: 5.35 / 5.90
LUMO (alpha / beta), eV: 2.27 / 0.53

The geometry in ORCA input format:
```
! wB97M-V def2-TZVPD RIJCOSX def2/J DEFGRID3
* xyz -1 6
Ru -0.47922 -0.44786 1.15609
C -4.26421 -1.93764 2.65087
C -2.93422 -1.22400 2.38940
N -2.26374 -1.40334 1.25375
N -2.63276 -2.41785 0.36133
C -1.63210 -2.71503 -0.37893
O -0.43328 -2.18136 -0.27863
C -1.74749 -3.81429 -1.37296
C -0.63146 -4.25019 -2.09620
C -0.77977 -5.21219 -3.06975
C -2.00657 -5.82928 -3.34134
C -3.11005 -5.39368 -2.62725
C -2.97995 -4.42053 -1.62616
C -2.30358 -0.45249 3.40271
C -2.78335 -0.06919 4.68080
C -2.06059 0.83758 5.41516
C -0.87002 1.40321 4.94657
C -0.38771 0.91336 3.74200
N -1.02968 0.00793 3.04691
H -4.07356 -2.84760 3.16682
H -4.74611 -2.17754 1.68264
H -4.89587 -1.25933 3.24971
H 0.38002 -3.84926 -1.81411
H 0.08703 -5.48348 -3.68707
H -2.08487 -6.59073 -4.10779
H -4.12082 -5.77114 -2.79589
H -3.83239 -4.01936 -1.11728
H -3.69391 -0.50723 5.06835
H -2.41887 1.08954 6.42495
H -0.35645 2.20327 5.46804
H 0.59039 1.20649 3.36323
C 3.62203 -2.14136 -2.86838
C 3.50809 -0.65858 -2.54104
C 4.43812 0.14352 -3.45540
O 3.83495 -0.31463 -1.19917
C 2.65979 0.11011 -0.49100
C 1.50494 -0.15696 -1.45017
O 2.18235 -0.17930 -2.71844
C 0.28041 0.85151 -1.54346
O -0.54553 0.74715 -0.46454
C -0.45970 0.38452 -2.82214
C -0.24011 0.89167 -4.13019
C -1.01300 0.47699 -5.19743
C -2.04470 -0.46210 -5.02114
C -2.28519 -0.95834 -3.75049
C -1.52071 -0.51961 -2.65093
C 0.71819 2.33265 -1.76996
C -0.15367 3.32685 -1.36458
C 0.10293 4.65733 -1.60983
C 1.26076 5.07590 -2.21008
C 2.18720 4.11552 -2.60255
C 1.90057 2.74680 -2.39880
C 2.54907 -0.50401 0.95846
O 1.45630 0.14064 1.50044
C 3.80251 -0.11999 1.81050
C 4.17598 -0.87714 2.91758
C 5.15151 -0.45208 3.83333
C 5.77278 0.76009 3.63145
C 5.46186 1.50630 2.48729
C 4.51391 1.08001 1.59638
C 2.43786 -2.02354 1.06193
C 3.23812 -2.92190 0.36500
C 3.12595 -4.27166 0.53628
C 2.26600 -4.81932 1.46385
C 1.43420 -3.96347 2.19032
C 1.52966 -2.59334 1.96786
H 4.55579 -2.56830 -2.47423
H 3.56389 -2.27722 -3.93369
H 2.81955 -2.66373 -2.38850
H 5.45444 -0.21991 -3.36244
H 4.42192 1.20190 -3.22685
H 4.10521 -0.02441 -4.49017
H 2.74124 1.19447 -0.30895
H 1.00428 -1.14684 -1.26557
H 0.48921 1.67265 -4.32495
H -0.83624 0.91559 -6.14691
H -2.67512 -0.72480 -5.87957
H -3.08463 -1.64551 -3.59501
H -1.81846 -0.79334 -1.66786
H -1.01511 3.02297 -0.76977
H -0.67592 5.36591 -1.30805
H 1.51382 6.13146 -2.27176
H 3.13135 4.34970 -3.11968
H 2.63721 2.01417 -2.69621
H 3.66314 -1.81999 3.06728
H 5.44416 -1.03156 4.68657
H 6.50731 1.15951 4.33531
H 6.02517 2.43481 2.31332
H 4.38113 1.63967 0.70230
H 3.97664 -2.50437 -0.34899
H 3.71491 -4.93001 -0.04163
H 2.25382 -5.89873 1.59010
H 0.72906 -4.32289 2.89852
H 0.90165 -1.91510 2.52629
C 1.88749 3.73815 1.44217
C 0.67364 4.46761 1.78066
N -0.24785 5.09419 2.08119
H 2.68658 4.46743 1.35396
H 1.77260 3.25614 0.49194
H 2.06016 2.93004 2.11879
Te -3.93489 1.80584 -0.45865
C -5.36238 3.03174 0.54195
C -5.37522 3.00798 1.93174
C -6.27378 3.77425 2.67508
C -7.24088 4.47250 2.01841
C -7.28059 4.51063 0.65425
C -6.35270 3.79032 -0.09764
H -4.66607 2.38905 2.43335
H -6.21724 3.82043 3.78123
H -7.97366 5.05065 2.59017
H -8.05461 5.04519 0.12146
H -6.38836 3.93478 -1.17586
*
```

C19H18N4NiO | ωB97M-V/def2-TZVPD

Output
⟨S²⟩: 2.01
Highest occupied orbital energy (alpha / beta), Eh: -0.58537 / -0.58535
Frontier orbital gap (alpha / beta), eV: 9.61 / 8.77
LUMO (alpha / beta), eV: -6.32 / -7.16

The geometry in ORCA input format:
```
! wB97M-V def2-TZVPD RIJCOSX def2/J DEFGRID3
* xyz 2 3
Ni -0.00987 0.51294 -0.60036
C -0.07796 -2.00252 0.84560
N -0.75797 -0.68394 0.94619
C -0.45203 0.00526 2.22603
C 0.66979 1.00988 2.11636
C 1.20429 1.59065 3.25607
C 2.19730 2.54524 3.12499
C 2.64695 2.87748 1.85315
C 2.07446 2.25112 0.76813
N 1.09354 1.34311 0.89212
C -2.22038 -0.77870 0.68666
C -2.65629 -0.03491 -0.55553
C -3.97324 0.35703 -0.73476
C -4.36859 0.85336 -1.96724
C -3.44289 0.91718 -3.00055
C -2.14018 0.54840 -2.73909
N -1.74095 0.10931 -1.53467
C 1.12010 -2.01596 -0.07578
C 2.01543 -3.07444 -0.06738
C 3.04022 -3.09918 -0.99787
C 3.14916 -2.06119 -1.91337
C 2.23270 -1.03195 -1.84977
N 1.24028 -1.01444 -0.95184
H 0.21938 -2.35857 1.83268
H -0.77565 -2.73977 0.44609
H -1.33767 0.53500 2.57721
H -0.19831 -0.72205 2.99950
H 0.84184 1.29358 4.23183
H 2.62038 3.01816 4.00096
H 3.42596 3.61081 1.70229
H 2.42180 2.46111 -0.23604
H -2.49837 -1.82154 0.52495
H -2.80242 -0.43873 1.54104
H -4.69135 0.25455 0.06825
H -5.39206 1.17003 -2.11740
H -3.71457 1.25712 -3.98964
H -1.38497 0.58807 -3.51423
H 1.90835 -3.87062 0.65789
H 3.74745 -3.91745 -1.01167
H 3.93147 -2.04070 -2.65811
H 2.28725 -0.19645 -2.53584
O 0.10977 2.87746 -2.35672
C 0.43782 1.91627 -1.89013
*
```

C4H5Cl3O | ωB97M-V/def2-TZVPD

Output
Highest occupied orbital energy, Eh: -0.37957
Frontier orbital gap, eV: 10.89
LUMO, eV: 0.56
SMILES: CC(=O)C(Cl)(Cl)CCl

The geometry in ORCA input format:
```
! wB97M-V def2-TZVPD RIJCOSX def2/J DEFGRID3
* xyz 0 1
C 2.85106 0.04406 -0.00449
C 1.53143 0.74690 -0.08783
C 0.16593 -0.01618 -0.01482
C -0.98195 1.04016 -0.06820
H 2.91777 -0.65497 0.82247
H 3.64042 0.76680 0.07350
H 3.01529 -0.49328 -0.89949
H -0.88676 1.75869 0.73952
H -0.80428 1.56234 -1.01753
O 1.42065 1.94327 -0.17721
Cl 0.11562 -1.20848 -1.30842
Cl 0.11284 -0.88038 1.51642
Cl -2.61943 0.36089 -0.04617
*
```

C2H6N2O2 | ωB97M-V/def2-TZVPD

Output
Highest occupied orbital energy, Eh: -0.34693
Frontier orbital gap, eV: 10.12
LUMO, eV: 0.68
SMILES: [H]/N=C(\NO)OC

The geometry in ORCA input format:
```
! wB97M-V def2-TZVPD RIJCOSX def2/J DEFGRID3
* xyz 0 1
C -0.99486 1.76902 -0.69598
C -0.43842 -0.33592 0.22489
H -1.05721 2.38644 0.27129
H -1.86306 1.11192 -1.00672
H -0.54913 2.08384 -1.69830
H -1.67381 -1.24235 1.32224
H 1.00846 -1.59487 1.28739
H 2.32897 -1.30420 -0.72026
N -1.59477 -0.58527 0.60722
N 0.71343 -1.13157 0.38623
O 0.08607 0.70269 -0.48639
O 1.98580 -0.45537 0.03848
*
```

C2H3BrClNO2 | ωB97M-V/def2-TZVPD

Output
Highest occupied orbital energy (alpha / beta), Eh: -0.37811 / -0.37818
Frontier orbital gap (alpha / beta), eV: 7.54 / 7.54
LUMO (alpha / beta), eV: -2.75 / -2.75

The geometry in ORCA input format:
```
! wB97M-V def2-TZVPD RIJCOSX def2/J DEFGRID3
* xyz 0 1
C -0.00637 -0.00333 -0.16943
C 0.47747 0.24951 -1.50543
N 0.31007 1.66862 -1.97711
O 0.39692 1.89587 -3.17468
O 0.10157 2.45010 -1.05712
Cl 0.23402 -0.86605 -2.72539
Br 3.06429 0.44060 -1.33266
H 0.30539 -0.98189 0.37451
H -1.15221 -0.25298 0.01685
H 0.26981 0.86834 0.59568
*
```

C28H27CaN4O7S | ωB97M-V/def2-TZVPD

Output
Highest occupied orbital energy, Eh: -0.14818
Frontier orbital gap, eV: 6.20
LUMO, eV: 2.16

The geometry in ORCA input format:
```
! wB97M-V def2-TZVPD RIJCOSX def2/J DEFGRID3
* xyz -1 1
Ca -0.75311 0.55703 -0.32046
C -4.40583 -1.75467 -1.81680
C -3.53000 -1.00629 -0.82863
O -2.35276 -0.71339 -1.23539
C -4.04288 -0.75787 0.43808
C -3.37148 -0.17362 1.58888
C -4.06619 -0.26785 2.92123
N -2.20790 0.37136 1.48073
N -1.55432 0.75579 2.68302
C -0.46883 1.45215 2.44841
O -0.00290 1.89831 1.34287
C 0.36150 1.72722 3.68093
C -0.09372 1.42684 4.96375
C 0.70320 1.67966 6.06837
C 1.96987 2.23183 5.90650
C 2.42572 2.53332 4.63292
C 1.62331 2.28623 3.52456
H -3.86166 -1.89242 -2.74959
H -5.32564 -1.20435 -2.02632
H -4.69436 -2.73421 -1.43034
H -5.05489 -1.10658 0.61195
H -5.01509 -0.79255 2.82507
H -4.23537 0.73078 3.32777
H -3.43015 -0.78011 3.64412
H -1.07799 0.99123 5.06628
H 0.33407 1.44347 7.05955
H 2.59497 2.42812 6.76951
H 3.40931 2.96604 4.49303
H 1.96022 2.52296 2.52446
O -1.39181 2.38226 -1.63204
C -0.64110 3.34204 -1.50896
C 0.80943 3.32190 -1.50182
C 1.40955 4.58310 -1.42757
C 2.77467 4.69896 -1.43848
C 3.60450 3.57051 -1.51023
C 3.04642 2.32889 -1.57740
C 1.62332 2.12717 -1.57826
O 1.14576 0.95996 -1.65035
N 3.38245 6.03189 -1.37638
O 4.59734 6.10678 -1.46547
O 2.64372 7.00182 -1.39965
H -1.08663 4.34926 -1.41968
H 0.79316 5.46947 -1.36134
H 4.67688 3.70134 -1.50536
H 3.65957 1.43864 -1.61871
C -1.02361 -3.14764 1.10631
C 0.20932 -2.30847 1.36407
O 0.44101 -1.37937 0.30121
H -1.23361 -3.78983 1.96553
H -0.88579 -3.78594 0.22910
H -1.89464 -2.51572 0.92729
H 1.10503 -2.92676 1.49075
H 0.09284 -1.69729 2.25993
H 0.39793 -1.83907 -0.56059
S 0.15648 -1.76305 -5.02232
C -0.05393 -1.32119 -3.36968
N 0.35361 -2.16396 -2.48285
C 0.89602 -3.28383 -3.11324
C 1.43555 -4.38860 -2.44860
C 1.94044 -5.42928 -3.19412
C 1.91588 -5.38736 -4.59854
C 1.38702 -4.30314 -5.26432
C 0.87630 -3.24761 -4.50588
H -0.50425 -0.36424 -3.13503
H 1.45042 -4.40672 -1.36654
H 2.36300 -6.29106 -2.69420
H 2.31865 -6.21664 -5.16519
H 1.37195 -4.27566 -6.34587
*
```

C12H24Br4I2InN2O | ωB97M-V/def2-TZVPD

Output
Highest occupied orbital energy, Eh: -0.19558
Frontier orbital gap, eV: 7.53
LUMO, eV: 2.21

The geometry in ORCA input format:
```
! wB97M-V def2-TZVPD RIJCOSX def2/J DEFGRID3
* xyz -1 1
N 3.01723 2.95082 0.94635
C 2.13761 2.89902 0.02011
C 0.83317 2.23434 0.01085
In 1.06233 0.23539 -0.95247
I 0.81936 0.51202 -3.72786
C -0.40767 -1.24627 -0.32137
C -1.82988 -1.07570 -0.83930
C -2.51958 0.19200 -0.36910
I -2.71570 0.21726 1.76184
C 3.06207 -0.57223 -0.54448
C 3.05853 -2.10220 -0.47918
C 2.52613 -2.72381 0.80312
N 2.85917 -2.07676 1.97657
O 1.91374 -3.77903 0.83103
H 2.66736 2.46428 1.77738
H 2.41955 3.40728 -0.90940
H 0.46374 2.08156 1.03218
H 0.09225 2.80603 -0.55000
H -0.42308 -1.26784 0.77458
H -0.01406 -2.21662 -0.64030
H -1.82877 -1.04473 -1.93681
H -2.44323 -1.93187 -0.54140
H -1.95739 1.09399 -0.61210
H -3.53786 0.28363 -0.73606
H 3.76894 -0.21802 -1.29696
H 3.40286 -0.12609 0.39505
H 4.06781 -2.52096 -0.60833
H 2.44656 -2.55486 -1.26314
H 2.32242 -2.41255 2.76335
H 2.92954 -1.07236 1.92834
Br -3.34414 -4.55317 3.54956
C -1.55505 -4.73021 2.80299
C -1.36407 -3.92477 1.54691
Br -2.29251 -4.70979 0.02979
H -1.40318 -5.79131 2.63096
H -0.87433 -4.37966 3.57520
H -0.30975 -3.90184 1.27073
H -1.73684 -2.90781 1.65854
Br -2.13835 5.17698 0.25123
C -2.34091 5.81320 -1.57160
C -1.72345 4.87184 -2.57270
Br 0.21072 4.92147 -2.54672
H -1.88057 6.79605 -1.61011
H -3.41114 5.89791 -1.74676
H -2.02575 5.14582 -3.58115
H -2.00383 3.83958 -2.37933
*
```

Number 1: electronic energy -1682.28303 a.u.. Number 2: electronic energy -3006.54085 a.u.. Number 3: electronic energy -2536.91774 a.u.. Number 4: electronic energy -1611.23168 a.u.. Number 5: electronic energy -339.64388 a.u.. Number 6: electronic energy -3317.27175 a.u.. Number 7: electronic energy -2904.85555 a.u.. Number 8: electronic energy -11738.08563 a.u..